(1)
This record from the OMol25 dataset describes a gas-phase ion, C4H8NO3 (charge -1). The level of theory is ωB97M-V/def2-TZVPD.

Spin multiplicity = 1
Frontier orbital gap = 7.73 eV
Net charge = -1
LUMO = 0.1419 hartree

Geometry as XYZ:
```
16
C4H8NO3 (ωB97M-V/def2-TZVPD)
O 2.13739 -0.29386 2.03206
C 2.03449 0.41508 1.03366
N 0.94429 0.67055 0.30943
C -0.35984 0.04852 0.37769
C -0.31424 -1.26533 -0.49643
O -1.55363 -1.42432 -1.08214
C -1.42509 0.96997 -0.32993
O -1.26528 0.87922 -1.67525
H 2.90177 1.03066 0.80284
H 1.02368 1.27596 -0.49802
H -0.59722 -0.16472 1.42922
H 0.53420 -1.12044 -1.17629
H -0.11291 -2.09426 0.19053
H -1.57064 -0.47372 -1.56761
H -1.32218 2.00318 0.01629
H -2.39910 0.54857 0.04679
```

***

(2)
This record from the OMol25 dataset describes 2 unconnected molecules or ions with the total composition C4H8NO3. The level of theory is ωB97M-V/def2-TZVPD.

Spin multiplicity = 1
Frontier orbital gap = 7.62 eV
Net charge = -1
LUMO = 0.1326 hartree

Geometry as XYZ:
```
16
C4H8NO3 (ωB97M-V/def2-TZVPD)
C 0.69654 -2.49464 -1.32962
C 1.14459 -2.04987 0.16888
O 1.09262 -3.05788 0.76488
O 1.79319 -1.01028 0.36771
H 0.22908 -1.65089 -1.93748
H 0.03487 -3.39365 -1.09937
H 1.51927 -2.88981 -1.88574
C -1.69703 1.67955 0.02806
C -0.64020 2.29626 0.84064
O -0.64798 3.37464 1.38275
N 0.54405 1.56946 1.08205
H 1.36004 1.98052 1.66143
H 0.77548 0.75827 0.43147
H -1.51150 1.77163 -1.04954
H -2.56231 2.41733 0.18365
H -2.13070 0.69936 0.39023
```

***

Computed relative energies in units of kcal/mol: (1) 17.1; (2) 0.0

***

(1)
This record from the OMol25 dataset describes C5H6N2 in the gas phase. The level of theory is ωB97M-V/def2-TZVPD.

Spin multiplicity = 1
Frontier orbital gap = 10.41 eV
LUMO = 0.0328 hartree

Geometry as XYZ:
```
13
C5H6N2 (ωB97M-V/def2-TZVPD)
N -2.08502 -2.13975 0.49269
C -1.22705 -1.39222 0.68104
C -0.10632 -0.47909 0.92223
C 1.12171 -0.59894 -0.02255
C 0.81679 0.92568 -0.34681
C -0.69151 1.18531 -0.83396
N -0.33414 0.92590 0.54316
H 0.11871 -0.46302 1.99294
H 0.97558 -1.28935 -0.85305
H 2.05367 -0.92179 0.49679
H 1.58146 1.67408 -0.52465
H -0.81526 0.52518 -1.68416
H -1.40863 2.04799 -0.86369
```

***

(2)
This record from the OMol25 dataset describes C5H6N2 in the gas phase. The level of theory is ωB97M-V/def2-TZVPD.

Spin multiplicity = 1
Frontier orbital gap = 10.69 eV
LUMO = 0.0336 hartree

Geometry as XYZ:
```
13
C5H6N2 (ωB97M-V/def2-TZVPD)
N -2.94563 0.03894 0.58596
C -1.82483 -0.08507 0.76893
C -0.40380 -0.44721 0.84358
C 0.22681 -1.07839 -0.42332
C 1.17926 0.08637 -0.39223
C 0.44405 1.37748 -0.54256
N 0.61832 0.76100 0.80771
H -0.28816 -1.10532 1.72307
H -0.40339 -1.13776 -1.31609
H 0.71363 -2.03319 -0.23811
H 2.26615 -0.00958 -0.38608
H -0.76470 1.41103 -0.69622
H 1.18229 2.22170 -0.73464
```

***

Computed relative energies in units of kcal/mol: (1) 11.5; (2) 0.0

***

(1)
This record from the OMol25 dataset describes a molecular structure, C5H6N2. The level of theory is ωB97M-V/def2-TZVPD.

Spin multiplicity = 1
Frontier orbital gap = 10.58 eV
LUMO = 0.0288 hartree

Geometry as XYZ:
```
13
C5H6N2 (ωB97M-V/def2-TZVPD)
N -0.63049 -2.75570 1.15965
C -0.81731 -1.83627 0.48002
C -0.64039 -0.94189 -0.62927
C -0.16905 0.42502 -0.99443
C 0.01689 1.50700 0.02158
C 0.64793 0.39747 0.87999
N 0.78961 -0.49261 -0.37296
H -0.85633 -1.49087 -1.54779
H -0.05341 0.52549 -2.07237
H 0.78377 2.19407 -0.34932
H -0.85966 2.05705 0.36184
H 1.62346 0.58802 1.32635
H -0.03041 0.04009 1.66649
```

***

(2)
This record from the OMol25 dataset describes a molecular structure, C5H6N2. The level of theory is ωB97M-V/def2-TZVPD.

Spin multiplicity = 1
Frontier orbital gap = 11.01 eV
LUMO = 0.0452 hartree

Geometry as XYZ:
```
13
C5H6N2 (ωB97M-V/def2-TZVPD)
N 0.51923 0.97821 1.64905
C 1.07321 -0.13660 1.79622
C -0.28638 -0.27019 1.32187
C -0.55007 -0.56000 -0.13931
C -0.68787 0.66331 -1.09315
C 0.54896 0.03838 -1.66616
N 0.67939 -0.96881 -0.88236
H -1.08807 -0.50625 2.02206
H -1.34415 -1.30730 -0.24197
H -1.57053 0.69384 -1.73954
H -0.54030 1.63245 -0.60554
H 1.21267 0.29597 -2.49385
H 2.03393 -0.55301 2.07268
```

***

Computed relative energies in units of kcal/mol: (1) 7.4; (2) 0.0

***

(1)
This record from the OMol25 dataset describes a molecular structure, C5H6N2. The level of theory is ωB97M-V/def2-TZVPD.

Spin multiplicity = 1
Frontier orbital gap = 9.43 eV
LUMO = 0.0360 hartree

Geometry as XYZ:
```
13
C5H6N2 (ωB97M-V/def2-TZVPD)
C 1.25411 0.27689 -0.38873
C 0.46206 -0.23658 -1.61017
C -0.71729 -0.14107 -0.72144
N -1.54744 -0.80515 -0.04680
C -1.48933 -0.40659 1.26552
C -0.48332 0.48322 1.53073
N 0.19845 0.81321 0.43054
H 1.96244 1.05664 -0.60879
H 1.75172 -0.53685 0.11149
H 0.44032 0.47594 -2.43489
H 0.76282 -1.22521 -1.96632
H -2.21723 -0.76097 1.96479
H -0.37731 1.00650 2.47409
```

***

(2)
This record from the OMol25 dataset describes C5H6N2 in the gas phase. The level of theory is ωB97M-V/def2-TZVPD.

Spin multiplicity = 1
Frontier orbital gap = 9.67 eV
LUMO = 0.0148 hartree

Geometry as XYZ:
```
13
C5H6N2 (ωB97M-V/def2-TZVPD)
C 3.32406 -0.15357 -0.01544
C 2.11739 -0.10335 0.05465
C 0.71720 -0.19325 0.03135
C -1.98864 -0.33356 0.72706
C -1.94881 -0.46985 -0.69968
H 4.41475 -0.10365 -0.04029
H 0.28206 -1.21614 0.16177
H -1.29413 -0.90954 1.32999
H -2.89574 -0.07584 1.27489
H -2.86221 -0.30305 -1.24204
H -1.25603 -1.19433 -1.17270
N 0.01293 0.87238 -0.07780
N -1.40091 0.74533 -0.05066
```

***

(3)
This record from the OMol25 dataset describes C5H6N2 in the gas phase. The level of theory is ωB97M-V/def2-TZVPD.

Spin multiplicity = 1
Frontier orbital gap = 10.80 eV
LUMO = 0.0351 hartree

Geometry as XYZ:
```
13
C5H6N2 (ωB97M-V/def2-TZVPD)
N 1.28718 2.53674 -0.49178
C 0.36016 1.87411 -0.28656
C -0.81409 1.02930 -0.18593
C -0.71746 -0.37380 -0.65315
C 0.64272 -0.98475 -0.32431
C 0.32430 -0.61440 1.14063
N -1.01491 -0.06266 0.77571
H -1.74312 1.56927 -0.34830
H -1.44938 -0.78140 -1.34550
H 0.67352 -2.06258 -0.49605
H 1.52244 -0.52046 -0.78047
H 0.18366 -1.47618 1.79681
H 0.97423 0.11351 1.63446
```

***

(4)
This record from the OMol25 dataset describes C5H6N2 in the gas phase. The level of theory is ωB97M-V/def2-TZVPD.

Spin multiplicity = 1
Frontier orbital gap = 9.90 eV
LUMO = 0.0268 hartree

Geometry as XYZ:
```
13
C5H6N2 (ωB97M-V/def2-TZVPD)
C -0.14907 1.58522 1.87334
C -0.03494 0.48847 0.83696
C 0.51812 0.73820 -0.40956
C 0.07127 -1.05492 -1.52018
C -0.50983 -0.78090 0.67920
H -0.36519 2.54029 1.05929
H -1.18702 1.58683 2.38581
H 0.74360 1.47766 2.49886
H 0.67269 1.81996 -0.74085
H 0.17127 -1.88925 -2.15622
H -1.04374 -1.22840 1.57386
N 0.53717 0.10026 -1.61072
N -0.30358 -1.55220 -0.30062
```

***

Computed relative energies in units of kcal/mol: (1) 13.9; (2) 59.4; (3) 0.0; (4) 5.1

***

(1)
This record from the OMol25 dataset describes 2 unconnected molecules or ions with the total composition CH5N3O2. The level of theory is ωB97M-V/def2-TZVPD.

Spin multiplicity = 1
Frontier orbital gap (spin up / spin down) = 8.45 / 8.45 eV
LUMO (spin up / spin down) = 0.0016 / 0.0016 hartree

Geometry as XYZ:
```
11
CH5N3O2 (ωB97M-V/def2-TZVPD)
C 1.19203 0.75590 0.31057
N -0.19592 1.00410 0.16500
N -1.19403 0.23898 0.57711
N -1.05802 -1.39727 -0.70285
O -0.42158 -1.01624 -1.68219
O -1.53619 -2.44323 -0.38969
H 1.72731 1.67358 -0.09111
H 1.43742 0.28639 1.25493
H 1.52380 -0.23910 -0.21716
H -0.62134 1.38870 -0.65436
H -0.85346 -0.25180 1.42975
```

***

(2)
This record from the OMol25 dataset describes 2 unconnected molecules or ions with the total composition CH5N3O2. The level of theory is ωB97M-V/def2-TZVPD.

Spin multiplicity = 1
Frontier orbital gap = 10.68 eV
LUMO = 0.0299 hartree

Geometry as XYZ:
```
11
CH5N3O2 (ωB97M-V/def2-TZVPD)
C 1.80257 0.20436 -0.11121
N 0.89376 0.72319 0.57044
N -1.18125 0.72076 -0.82631
N -2.00016 0.17074 -0.10545
O -2.33044 -1.11782 -0.61905
O -2.61829 0.45183 0.92641
H 2.19141 0.80877 -0.81177
H -3.20850 -1.36641 -0.28563
H 2.32306 -0.74663 0.04268
H 0.48225 0.16702 1.37328
H -0.84731 1.75184 -0.60423
```

***

(3)
This record from the OMol25 dataset describes 2 unconnected molecules or ions with the total composition CH5N3O2. The level of theory is ωB97M-V/def2-TZVPD.

Spin multiplicity = 1
Frontier orbital gap (spin up / spin down) = 10.10 / 6.15 eV
LUMO (spin up / spin down) = 0.0277 / -0.0348 hartree

Geometry as XYZ:
```
11
CH5N3O2 (ωB97M-V/def2-TZVPD)
C -0.46482 -0.42496 1.40136
N 0.34992 -0.48786 0.21213
N 1.39949 0.18737 -0.04231
N -0.10583 0.86502 -2.20147
O -1.03007 0.25764 -1.67114
O 0.17517 1.26278 -3.28967
H 0.12187 0.31424 2.15574
H -1.48726 0.01791 1.19374
H -0.78400 -1.45503 1.88843
H 0.10987 -1.18050 -0.44181
H 1.71566 0.64339 0.79500
```

***

Computed relative energies in units of kcal/mol: (1) 10.1; (2) 0.0; (3) 25.2

***

(1)
This record from the OMol25 dataset describes a gas-phase ion, C3HOS3 (charge -1). The level of theory is ωB97M-V/def2-TZVPD.

Spin multiplicity = 1
Frontier orbital gap = 6.22 eV
Net charge = -1
LUMO = 0.1188 hartree

Geometry as XYZ:
```
8
C3HOS3 (ωB97M-V/def2-TZVPD)
C -1.02673 -0.00632 -0.38137
C 0.73246 1.86026 0.81456
C 1.32387 2.98360 1.06587
O 1.96778 3.91308 1.40349
S -0.93345 1.64409 0.12645
S -2.37841 -0.68943 -0.99603
S 1.89800 0.56896 0.92245
H -0.10717 -0.56032 -0.21554
```

***

(2)
This record from the OMol25 dataset describes a gas-phase ion, C3HOS3 (charge -1). The level of theory is ωB97M-V/def2-TZVPD.

Spin multiplicity = 1
Frontier orbital gap = 6.30 eV
Net charge = -1
LUMO = 0.1185 hartree

Geometry as XYZ:
```
8
C3HOS3 (ωB97M-V/def2-TZVPD)
C -1.07235 -0.74246 0.32497
C 1.12646 0.19360 -0.06241
C 0.64517 1.37273 -0.29227
O 0.22780 2.47007 -0.43056
S 0.02270 -0.16607 1.56807
S -1.69909 -2.21077 -0.06677
S 2.12568 -0.93578 -0.77563
H -1.37637 0.01869 -0.26540
```

***

Computed relative energies in units of kcal/mol: (1) 0.0; (2) 20.4

***

(1)
This record from the OMol25 dataset describes C3H6O2 in the gas phase. The level of theory is ωB97M-V/def2-TZVPD.

Spin multiplicity = 1
Frontier orbital gap = 11.19 eV
LUMO = 0.0369 hartree

Geometry as XYZ:
```
11
C3H6O2 (ωB97M-V/def2-TZVPD)
O 0.40667 -1.17437 0.28416
C 1.09552 0.08148 0.44646
C 0.10885 0.78051 -0.49172
C -0.66301 -0.54955 -0.42284
O -1.83467 -0.58188 0.32356
H -1.54722 -0.60657 1.24675
H 2.13326 0.01897 0.10809
H 1.07088 0.41976 1.49128
H 0.52320 0.97485 -1.48399
H -0.41173 1.66443 -0.11929
H -0.88175 -1.02764 -1.38246
```

***

(2)
This record from the OMol25 dataset describes 2 unconnected molecules or ions with the total composition C3H6O2. The level of theory is ωB97M-V/def2-TZVPD.

Spin multiplicity = 1
Frontier orbital gap (spin up / spin down) = 7.65 / 10.35 eV
LUMO (spin up / spin down) = -0.0277 / 0.0049 hartree

Geometry as XYZ:
```
11
C3H6O2 (ωB97M-V/def2-TZVPD)
C 0.47186 0.02636 0.51470
C -0.68445 -0.18419 -0.33807
C 1.72069 0.12343 -0.19346
O -0.48400 1.09090 0.08039
O -3.12315 -0.47996 0.03318
H 0.35732 -0.17144 1.53174
H -0.90432 -0.42244 -1.29236
H 2.14467 1.15173 -0.19089
H 1.37201 -0.04193 -1.24790
H 2.48911 -0.58369 0.12548
H -3.35976 -0.50876 0.97718
```

***

(3)
This record from the OMol25 dataset describes C3H6O2 in the gas phase. The level of theory is ωB97M-V/def2-TZVPD.

Spin multiplicity = 1
Frontier orbital gap = 11.34 eV
LUMO = 0.0390 hartree

Geometry as XYZ:
```
11
C3H6O2 (ωB97M-V/def2-TZVPD)
O -1.71273 -0.31690 -0.56557
C -0.98205 0.69927 0.06789
C 0.51789 0.43425 -0.01295
C 1.10665 -0.83031 0.41983
O 0.88594 -0.56222 -0.96458
H -1.10938 -0.70880 -1.21711
H -1.18839 1.68538 -0.37647
H -1.30240 0.74045 1.11604
H 1.15570 1.31760 -0.03569
H 0.47182 -1.59791 0.86070
H 2.15695 -0.86082 0.70789
```

***

Computed relative energies in units of kcal/mol: (1) 0.0; (2) 105.8; (3) 10.1

***

(1)
This record from the OMol25 dataset describes 2 unconnected molecules or ions with the total composition C3H6O2. The level of theory is ωB97M-V/def2-TZVPD.

Spin multiplicity = 1
Frontier orbital gap = 10.52 eV
LUMO = 0.0306 hartree

Geometry as XYZ:
```
11
C3H6O2 (ωB97M-V/def2-TZVPD)
O 0.53473 -2.90229 0.10341
C 1.23579 -2.01527 0.48189
H 0.95488 -1.25972 1.23919
H 2.26545 -1.88411 0.08636
C -0.36019 1.95109 -1.34562
C -0.25867 1.37496 -0.16947
O -1.19083 1.39611 0.83601
H 0.42702 1.78188 -2.05765
H -1.18399 2.61485 -1.55587
H 0.55768 0.71168 0.09904
H -1.42532 2.30592 1.09348
```

***

(2)
This record from the OMol25 dataset describes C3H6O2 in the gas phase. The level of theory is ωB97M-V/def2-TZVPD.

Spin multiplicity = 1
Frontier orbital gap = 10.50 eV
LUMO = 0.0202 hartree

Geometry as XYZ:
```
11
C3H6O2 (ωB97M-V/def2-TZVPD)
C 0.89778 0.84273 0.99554
C -0.24246 0.13312 0.32766
O -0.50538 -0.76583 1.09896
C -0.64584 -0.17104 -1.13910
O -0.76892 -1.55750 -1.20617
H 0.52580 1.61320 1.65633
H 1.49272 1.15510 0.16768
H 1.46106 0.12209 1.63101
H 0.09685 0.17845 -1.86216
H -1.59657 0.29782 -1.39516
H -0.71505 -1.84814 -0.27459
```

***

Computed relative energies in units of kcal/mol: (1) 11.2; (2) 0.0